[1]
Here is a cluster of 3 separate species, C18H35ClN3O6 in total from the OMol25 dataset. Energies are from ωB97M-V/def2-TZVPD.

Charge: +1
Spin multiplicity: 1
Gap between HOMO and LUMO (eV): 9.113
E_HOMO (eV): -11.728
ΔE to the lowest compared entry with this formula, charge and spin (kJ/mol): 0.0
E (eV): -48505.672
LUMO (eV): -2.6

Each line ends with the Löwdin charge.
Geometry (Å):
C (-0.03911, 3.87029, -0.82095)  -0.09
C (-0.15113, 2.93500, -2.05016)  -0.23
C (-1.57105, 2.90198, -2.65452)  -0.19
N (-1.85241, 1.56533, -3.27455)  0.05
C (-3.16321, 1.12258, -3.07224)  -0.28
N (-4.29358, 1.82182, -2.66145)  0.24
C (-5.31887, 0.97872, -2.57429)  -0.23
C (-6.75350, 1.19044, -2.14401)  -0.27
C (-6.77221, 1.48989, -0.61145)  -0.03
C (-7.53759, 2.20128, -3.02291)  -0.19
C (-7.30641, 3.69192, -2.68404)  -0.09
N (-4.90714, -0.22612, -2.92679)  0.17
C (-3.55044, -0.16170, -3.23505)  -0.62
Cl (-2.54258, -1.46058, -3.70173)  0.78
H (-0.66456, 4.75836, -0.96817)  0.08
H (0.99376, 4.19990, -0.66413)  0.08
H (-0.31473, 3.31272, 0.08393)  0.08
H (0.20464, 1.93837, -1.74590)  0.09
H (0.56705, 3.29886, -2.79628)  0.11
H (-2.30653, 3.18166, -1.88700)  0.11
H (-1.54702, 3.61034, -3.49221)  0.13
H (-1.28197, 0.92082, -2.72491)  0.11
H (-4.33389, 2.81117, -2.46271)  0.17
H (-7.25055, 0.21823, -2.26952)  0.14
H (-5.85538, 1.08181, -0.16024)  0.09
H (-7.60263, 0.93871, -0.15975)  0.09
H (-6.79418, 2.55147, -0.35810)  0.07
H (-7.32059, 2.01064, -4.08133)  0.12
H (-8.60244, 1.99939, -2.84230)  0.12
H (-7.69290, 3.89374, -1.68109)  0.07
H (-6.25928, 3.99066, -2.81563)  0.07
H (-7.92959, 4.27994, -3.36898)  0.09
H (-5.50060, -1.04405, -2.93102)  0.19
C (1.68412, -0.54793, 0.02974)  -0.07
C (2.86346, 0.27610, -0.44762)  -0.21
O (3.27595, 1.21681, 0.55006)  0.04
C (3.98844, 0.70595, 1.55735)  -0.59
O (4.30955, -0.44969, 1.68070)  0.09
O (4.26485, 1.68494, 2.41075)  0.02
C (4.95034, 1.25572, 3.59371)  -0.02
H (0.87133, 0.10349, 0.36034)  0.07
H (1.31959, -1.19522, -0.76958)  0.08
H (1.95840, -1.17365, 0.87834)  0.08
H (2.56989, 0.86061, -1.31966)  0.11
H (3.69880, -0.35665, -0.74837)  0.13
H (5.84686, 0.69131, 3.34574)  0.10
H (4.28410, 0.65880, 4.21502)  0.10
H (5.23716, 2.14940, 4.14084)  0.10
C (5.34431, -3.10854, 2.25376)  -0.06
C (4.50025, -4.36449, 2.26760)  -0.21
O (5.27473, -5.52668, 2.60296)  0.04
C (5.56289, -5.66897, 3.89558)  -0.61
O (5.22427, -4.93195, 4.78568)  0.12
O (6.30863, -6.76736, 4.03529)  0.01
C (6.77001, -6.99422, 5.36811)  -0.04
H (6.20870, -3.23754, 1.59816)  0.09
H (4.75995, -2.24921, 1.90817)  0.04
H (5.72737, -2.88187, 3.24942)  0.08
H (4.10069, -4.54809, 1.27036)  0.12
H (3.65091, -4.26939, 2.94594)  0.12
H (5.94401, -6.99209, 6.07679)  0.10
H (7.50771, -6.24068, 5.64174)  0.10
H (7.24339, -7.97251, 5.38255)  0.09

---

[2]
Here is a structure of composition C18H35IN8O18 from the OMol25 dataset. Energies are from ωB97M-V/def2-TZVPD.

Charge: 0
Spin multiplicity: 1
Gap between HOMO and LUMO (eV): 9.030
E_HOMO (eV): -10.182
E (eV): -76079.258
LUMO (eV): -1.2

Each line ends with the Löwdin charge.
Geometry (Å):
C (3.54272, 1.89091, 1.78895)  0.03
C (3.83854, 0.90514, 0.68783)  -0.02
C (3.08749, 1.09517, -0.76210)  -0.41
O (3.28467, 2.34230, -1.52930)  -0.04
C (2.26865, 3.36457, -1.15225)  -0.11
N (1.14938, 4.05900, -1.17647)  0.15
O (3.82369, 0.10719, -1.61915)  -0.09
C (3.15147, -1.22738, -1.48159)  -0.33
O (3.38421, -2.36714, -2.16399)  0.01
O (2.08947, -1.02647, -0.44029)  -0.08
C (1.62641, 0.35330, -0.80613)  -0.62
I (1.17951, 0.28652, -2.94625)  1.11
C (0.46172, 0.74425, 0.27862)  -0.14
C (-0.99209, 0.02250, 0.01538)  -0.19
C (-2.28526, 0.87454, 0.58279)  -0.34
C (-2.37087, 2.42181, 0.04678)  -0.10
C (-3.63315, 0.05178, 0.03200)  -0.11
H (3.61644, 1.49730, 2.90846)  0.09
H (3.27888, 3.03527, 1.58520)  0.09
H (4.56021, -0.03160, 0.82018)  0.15
H (0.84051, 0.33543, 1.33444)  0.14
H (0.41450, 1.91293, 0.39524)  0.10
H (-1.22204, -0.22914, -1.10476)  0.08
H (-0.94352, -1.02869, 0.57910)  0.12
H (-2.26346, 0.80140, 1.77353)  0.14
H (-3.22353, 2.58144, -0.77312)  0.09
H (-1.37751, 2.81645, -0.46366)  0.06
H (-2.66748, 3.16419, 0.93333)  0.07
H (-4.20472, 0.63381, -0.81438)  0.07
H (-4.38454, -0.20993, 0.90178)  0.07
H (-3.25879, -0.96132, -0.47620)  0.08
C (4.23912, -5.63556, -2.12423)  0.04
N (3.95432, -6.88956, -1.37576)  -0.42
O (2.85734, -7.42683, -1.56809)  0.03
O (4.84008, -7.29913, -0.61642)  0.05
H (3.37741, -5.39447, -2.75032)  0.10
H (4.41544, -4.84660, -1.39037)  0.09
H (5.12453, -5.81225, -2.73827)  0.11
C (1.38695, 7.91460, 0.24726)  0.03
N (0.77198, 7.47940, 1.53031)  -0.42
O (1.47612, 6.81360, 2.29837)  0.05
O (-0.40017, 7.81855, 1.73018)  0.04
H (2.41473, 7.54768, 0.20583)  0.09
H (0.79265, 7.48940, -0.56396)  0.10
H (1.36600, 9.00607, 0.22539)  0.10
C (-1.94302, -3.91418, 2.90116)  0.03
N (-2.49018, -2.55060, 2.66642)  -0.42
O (-1.88197, -1.60144, 3.17453)  0.04
O (-3.51471, -2.47166, 1.97866)  0.03
H (-1.04576, -3.83327, 3.51846)  0.10
H (-2.71282, -4.49440, 3.41383)  0.08
H (-1.70329, -4.34517, 1.92699)  0.10
C (-6.01388, -1.94166, 4.90075)  0.05
N (-4.80942, -2.61231, 5.46049)  -0.40
O (-4.54287, -2.39767, 6.64872)  0.07
O (-4.16566, -3.33532, 4.69123)  0.03
H (-6.47996, -1.34086, 5.68464)  0.10
H (-5.68450, -1.30881, 4.07425)  0.10
H (-6.69545, -2.72215, 4.55649)  0.10
C (1.11352, 4.50243, -4.74596)  0.02
N (-0.04302, 4.67646, -5.66572)  -0.43
O (0.15559, 4.47439, -6.86935)  0.05
O (-1.11753, 5.01089, -5.15338)  0.05
H (1.98833, 4.20897, -5.33012)  0.10
H (1.28538, 5.45879, -4.24803)  0.10
H (0.84956, 3.72269, -4.02864)  0.06
C (3.44560, -10.00624, -3.58339)  0.04
N (4.49075, -10.00467, -4.64239)  -0.43
O (5.01631, -8.91969, -4.91737)  0.05
O (4.75405, -11.09267, -5.16760)  0.05
H (3.31777, -8.98730, -3.21179)  0.06
H (2.52051, -10.37135, -4.03393)  0.10
H (3.78684, -10.66799, -2.78472)  0.11
C (-3.52237, 5.94378, 2.74698)  0.03
N (-4.37344, 4.73490, 2.57934)  -0.44
O (-5.21036, 4.75364, 1.66927)  0.05
O (-4.17719, 3.80133, 3.36601)  0.04
H (-3.80272, 6.68067, 1.99129)  0.10
H (-3.69918, 6.33461, 3.75102)  0.10
H (-2.48292, 5.63539, 2.61791)  0.09

---

[3]
Here is a structure of composition C18H35IrN4O3P from the OMol25 dataset. Energies are from ωB97M-V/def2-TZVPD.

Charge: +4
Spin multiplicity: 6
Gap between HOMO and LUMO (spin up / spin down) (eV): 6.368 / 4.618
E_HOMO (spin up / spin down) (eV): -18.548 / -22.493
E (eV): -43410.976
LUMO (spin up / spin down) (eV): -12.2 / -17.9

Each line ends with the Mulliken spin population.
Geometry (Å):
Ir (-0.08438, 0.12452, 0.26265)  1.41
C (-1.96868, -0.17489, -0.12729)  0.11
O (-3.11952, 0.01274, -0.26843)  0.08
C (-0.24309, 1.96024, 0.74985)  0.09
O (-0.32187, 3.08446, 1.03925)  0.02
C (1.87070, 0.27653, 0.44316)  0.09
O (2.94251, 0.68323, 0.64595)  0.08
C (-1.35248, 1.43969, -2.90684)  0.16
P (0.11502, 0.67235, -2.03942)  0.30
H (0.65065, -0.97673, -3.74171)  0.01
H (-2.19120, 0.78791, -2.59862)  0.06
C (1.53582, 1.57913, -2.82257)  0.17
H (1.19469, 1.75395, -3.84963)  -0.01
C (-1.23969, 1.39995, -4.43991)  0.05
H (-0.94485, 0.41540, -4.82181)  0.00
H (-0.53151, 2.14603, -4.82680)  0.01
H (-2.22925, 1.62793, -4.85437)  0.04
C (-1.69422, 2.86357, -2.43647)  0.03
H (-0.94975, 3.60968, -2.74608)  0.01
C (1.05139, -1.98148, -1.86739)  0.00
H (-1.82356, 2.92850, -1.34981)  0.00
H (-2.66125, 3.13856, -2.88705)  0.05
C (-1.23836, -1.65300, -2.93178)  0.02
H (0.87339, -1.75459, -0.80506)  -0.06
H (0.78690, -3.03303, -2.02436)  0.00
H (2.12556, -1.83943, -2.02531)  0.00
C (0.18043, -1.06647, -2.74581)  0.05
H (-1.16415, -2.74597, -3.07804)  0.00
H (-1.76370, -1.19402, -3.78159)  0.00
H (-1.83542, -1.48413, -2.02029)  0.00
C (2.82037, 0.75591, -2.90471)  0.08
H (3.20143, 0.53230, -1.90239)  0.00
H (3.57803, 1.37258, -3.41388)  0.03
H (2.70903, -0.18219, -3.46474)  0.01
C (1.83840, 2.95164, -2.21634)  0.03
H (2.16029, 2.86136, -1.17510)  -0.01
H (0.99918, 3.65682, -2.26860)  0.01
H (2.68718, 3.37964, -2.77686)  0.03
H (-0.40928, -2.59136, 0.06684)  0.04
H (-0.26180, -2.03642, 0.58049)  0.04
C (-0.31674, 0.62090, 3.45216)  0.01
N (-0.17674, -0.47979, 2.40055)  0.11
C (-1.36349, -1.39754, 2.58951)  -0.04
N (-1.41661, -1.97879, 3.91654)  0.62
C (-1.54202, -0.89291, 4.90262)  -0.02
N (-0.40126, 0.05763, 4.80120)  0.60
C (0.84246, -0.70515, 5.07299)  -0.02
N (1.01891, -1.81505, 4.11269)  0.61
C (1.07843, -1.25764, 2.75262)  -0.01
C (-0.15290, -2.71233, 4.20618)  -0.03
H (-1.22763, 1.19501, 3.24934)  0.01
H (0.57079, 1.27032, 3.39851)  0.02
H (-1.32975, -2.21856, 1.86873)  0.06
H (-2.27034, -0.81249, 2.40226)  0.01
H (-1.53326, -1.36553, 5.89844)  0.00
H (-2.47825, -0.35490, 4.73324)  0.01
H (1.70085, -0.02664, 5.01255)  0.01
H (0.79679, -1.12796, 6.08642)  0.00
H (1.21181, -2.09466, 2.04076)  0.05
H (1.93956, -0.57355, 2.71012)  -0.05
H (-0.21664, -3.09218, 5.23480)  0.00
H (-0.02691, -3.53911, 3.48867)  0.01

---

| no. | molar mass (u) | F_max (eV Å⁻¹) |
| --- | --- | --- |
| 1 | 424.95 | 2.057 |
| 2 | 778.42 | 11.895 |
| 3 | 578.69 | 5.479 |